[1]
{"formula": "C4H12", "method": "the ωB97M-V functional and the def2-TZVPD basis", "species": ["C", "C", "H", "H", "H", "H", "H", "H", "C", "C", "H", "H", "H", "H", "H", "H"], "coordinates": [[0.83, 1.10, 0.98], [1.65, 1.52, 2.19], [0.39, 1.98, 0.52], [1.43, 0.61, 0.20], [0.09, 0.34, 1.23], [1.15, 1.27, 3.13], [1.75, 2.61, 2.24], [2.65, 1.10, 2.26], [-0.72, -1.08, -2.09], [-1.76, -1.54, -1.06], [-1.10, -0.27, -2.72], [0.19, -0.70, -1.62], [-0.44, -1.89, -2.77], [-2.60, -0.84, -1.01], [-2.17, -2.52, -1.30], [-1.36, -1.55, -0.05]], "total_charge": 0, "homo_ha": -0.4304}



[2]
{"formula": "C4H12", "method": "the ωB97M-V functional and the def2-TZVPD basis", "species": ["C", "C", "H", "H", "H", "H", "H", "H", "C", "C", "H", "H", "H", "H", "H", "H"], "coordinates": [[0.63, 1.49, 0.50], [-0.22, 2.64, -0.05], [0.68, 0.86, -0.35], [1.61, 1.85, 0.81], [0.07, 0.94, 1.41], [0.33, 3.61, -0.21], [-1.06, 2.83, 0.66], [-0.76, 2.46, -0.91], [-0.28, -2.33, -0.97], [-0.06, -1.84, 0.49], [-1.15, -2.99, -0.90], [-0.39, -1.63, -1.60], [0.57, -3.06, -1.23], [-0.93, -1.06, 0.65], [-0.04, -2.54, 1.18], [0.98, -1.25, 0.52]], "total_charge": 0, "homo_ha": -0.4138}



[3]
{"formula": "C4H12", "method": "the ωB97M-V functional and the def2-TZVPD basis", "species": ["C", "C", "H", "H", "H", "H", "H", "H", "C", "C", "H", "H", "H", "H", "H", "H"], "coordinates": [[-0.53, 0.66, -1.32], [-0.86, 0.96, -2.83], [0.19, -0.11, -1.27], [-0.19, 1.63, -0.81], [-1.55, 0.25, -0.71], [-1.27, 2.02, -2.80], [-1.75, 0.41, -3.22], [-0.18, 0.72, -3.64], [0.30, -0.62, 2.63], [1.27, -0.97, 1.49], [0.69, -0.06, 3.44], [-0.58, -0.34, 2.12], [0.00, -1.48, 3.29], [1.95, -0.09, 1.39], [0.50, -1.16, 0.72], [2.00, -1.82, 1.54]], "total_charge": 0, "homo_ha": -0.4116}



[4]
{"formula": "C4H12", "method": "the ωB97M-V functional and the def2-TZVPD basis", "species": ["C", "C", "H", "H", "H", "H", "H", "H", "C", "C", "H", "H", "H", "H", "H", "H"], "coordinates": [[1.46, -0.87, 0.84], [2.40, -0.07, -0.10], [1.56, -1.93, 0.67], [1.81, -0.89, 2.00], [0.41, -0.80, 0.81], [1.66, 0.61, -0.64], [3.08, -0.67, -0.70], [3.03, 0.77, 0.34], [-1.55, 1.18, -0.60], [-2.22, -0.20, -0.28], [-0.87, 1.16, 0.19], [-1.10, 1.19, -1.61], [-2.23, 2.01, -0.54], [-1.67, -1.11, -0.38], [-3.25, -0.22, -0.78], [-2.52, -0.17, 0.79]], "total_charge": 0, "homo_ha": -0.4082}



[5]
{"formula": "C4H12", "method": "the ωB97M-V functional and the def2-TZVPD basis", "species": ["C", "C", "H", "H", "H", "H", "H", "H", "C", "C", "H", "H", "H", "H", "H", "H"], "coordinates": [[0.32, -1.86, 0.24], [1.79, -2.01, -0.15], [0.09, -0.83, 0.49], [-0.39, -2.08, -0.54], [0.17, -2.43, 1.16], [2.33, -2.52, 0.65], [1.93, -2.53, -1.10], [2.37, -1.12, -0.42], [-1.64, 1.60, -0.46], [-0.47, 2.26, 0.34], [-2.49, 2.25, -0.57], [-1.22, 1.22, -1.40], [-1.94, 0.70, 0.09], [-0.80, 2.03, 1.36], [-0.45, 3.34, 0.36], [0.44, 1.66, 0.32]], "total_charge": 0, "homo_ha": -0.4157}



[6]
{"formula": "C4H12", "method": "the ωB97M-V functional and the def2-TZVPD basis", "species": ["C", "C", "H", "H", "H", "H", "H", "H", "C", "C", "H", "H", "H", "H", "H", "H"], "coordinates": [[-1.50, 0.18, 0.98], [-3.02, 0.38, 0.89], [-1.21, -0.80, 0.62], [-0.92, 0.92, 0.44], [-1.33, 0.23, 2.06], [-3.37, 0.46, -0.14], [-3.63, -0.42, 1.32], [-3.28, 1.26, 1.48], [1.56, -0.25, -0.68], [2.94, -0.28, -1.29], [1.60, -0.75, 0.30], [1.21, 0.73, -0.39], [0.85, -0.82, -1.27], [3.74, 0.21, -0.71], [3.01, 0.23, -2.26], [3.37, -1.28, -1.35]], "total_charge": 0, "homo_ha": -0.4290}



[7]
{"formula": "C4H12", "method": "the ωB97M-V functional and the def2-TZVPD basis", "species": ["C", "C", "H", "H", "H", "H", "H", "H", "C", "C", "H", "H", "H", "H", "H", "H"], "coordinates": [[-2.08, 0.97, 0.79], [-1.68, -0.43, 1.28], [-1.27, 1.63, 0.52], [-2.74, 0.89, -0.08], [-2.67, 1.50, 1.54], [-2.34, -0.71, 2.10], [-0.67, -0.48, 1.67], [-1.74, -1.24, 0.54], [2.15, -0.97, -1.05], [1.59, 0.44, -1.01], [3.04, -1.02, -0.41], [1.40, -1.67, -0.71], [2.44, -1.26, -2.06], [2.21, 1.17, -1.53], [1.49, 0.81, 0.01], [0.60, 0.50, -1.45]], "total_charge": 0, "homo_ha": -0.4340}



[8]
{"formula": "C4H12", "method": "the ωB97M-V functional and the def2-TZVPD basis", "species": ["C", "C", "H", "H", "H", "H", "H", "H", "C", "C", "H", "H", "H", "H", "H", "H"], "coordinates": [[-1.40, -0.83, 0.42], [-2.68, -0.05, 0.58], [-0.57, -0.24, 0.08], [-1.09, -1.35, 1.33], [-1.55, -1.66, -0.28], [-3.56, -0.66, 0.76], [-2.95, 0.46, -0.35], [-2.58, 0.75, 1.31], [2.57, -0.03, -0.21], [1.50, 0.91, -0.72], [2.25, -0.50, 0.73], [2.79, -0.85, -0.89], [3.49, 0.49, 0.04], [1.11, 1.61, 0.02], [1.89, 1.61, -1.48], [0.79, 0.35, -1.33]], "total_charge": 0, "homo_ha": -0.4175}



E (eV)
-4342.2786; -4340.7244; -4340.9367; -4341.2455; -4341.8423; -4342.2532; -4342.3933; -4342.2553
Relative energy (zero: lowest compared OMol25 entry of this formula, charge and spin) (eV)
0.250; 1.804; 1.592; 1.283; 0.686; 0.275; 0.135; 0.273
M (g/mol)
60.1; 60.1; 60.1; 60.1; 60.1; 60.1; 60.1; 60.1